# 1
The following is a DFT calculation (ωB97M-V/def2-TZVPD) of H28MnO15P as an isolated structure in a non-equilibrium geometry.

Element x y z (Å)
O (-8.2053, -14.1031, 24.3110)
H (-8.2113, -13.4770, 25.0387)
H (-9.0522, -14.1193, 23.8591)
H (-7.9474, -14.9825, 24.5967)
O (-7.1431, -16.2927, 21.2420)
H (-6.9449, -16.2642, 22.1810)
H (-6.9782, -17.1679, 20.8837)
H (-8.0526, -16.0042, 21.1367)
O (-9.8193, -18.9335, 22.5465)
H (-10.2483, -18.0746, 22.5474)
H (-9.7434, -19.1167, 21.6072)
H (-9.0138, -18.8780, 23.0657)
O (-10.0061, -16.6003, 18.9831)
H (-9.3197, -17.2602, 18.8601)
H (-10.8300, -17.0930, 18.9761)
H (-9.9454, -16.1072, 19.8045)
O (-13.4625, -16.6670, 20.9992)
H (-13.5188, -17.1740, 21.8124)
H (-13.1518, -17.1350, 20.2207)
H (-12.9409, -15.8648, 21.0776)
O (-10.6434, -16.2493, 25.4565)
H (-10.7825, -16.0904, 24.5201)
H (-9.7638, -16.5829, 25.6479)
H (-10.8370, -15.4647, 25.9747)
Mn (-11.9498, -13.1611, 22.7314)
P (-10.6927, -15.3692, 22.1835)
O (-10.9356, -16.7599, 22.8992)
O (-9.5192, -15.5554, 21.2109)
O (-10.4800, -14.3624, 23.3066)
O (-11.9601, -14.7477, 21.5619)
O (-13.3524, -17.3321, 23.7696)
H (-13.3861, -17.1617, 24.7109)
H (-12.4339, -17.2006, 23.5346)
O (-11.8581, -14.0957, 18.8513)
H (-12.7037, -13.7045, 18.6320)
H (-11.8630, -14.1581, 19.8065)
O (-11.4874, -11.8749, 24.3029)
H (-12.1040, -11.9104, 25.0342)
H (-11.0495, -11.0293, 24.3990)
O (-13.4004, -14.1018, 23.9775)
H (-14.3106, -13.8588, 24.1472)
H (-13.1814, -14.7162, 24.6781)
O (-9.1177, -13.1527, 20.2456)
H (-9.1679, -14.0326, 20.6192)
H (-8.1959, -13.0434, 20.0120)

Its net charge is +4. For the LUMO energy (alpha / beta), the calculation gives -12.910 / -13.399 eV. As for the spin multiplicity: 7. The gap between HOMO and LUMO (alpha / beta) comes out at 3.998 / 8.533 eV.



# 2
The following is a DFT calculation (ωB97M-V/def2-TZVPD) of a 2-piece molecular cluster, C2H4INO2 overall in a non-equilibrium geometry.

Element x y z (Å)
C (1.6961, -0.0147, -1.0040)
C (0.4769, -0.0356, -1.3375)
I (-0.6714, -1.5197, -2.2602)
H (2.3182, 0.8688, -0.9128)
H (2.1745, -0.9192, -0.8852)
H (-0.1251, 0.8372, -1.2290)
O (-2.0560, 0.3362, 0.5253)
N (-1.3960, -0.1612, 1.3516)
O (-1.4081, 0.5166, 2.5303)
H (-1.0091, 0.0915, 3.2215)

For the LUMO energy, the calculation gives 0.343 eV. The SMILES is C=CI.O=NO. The energy above the lowest of the compared OMol25 structures with the same formula, charge and spin is 4.100 eV. The gap between HOMO and LUMO comes out at 9.437 eV.



# 3
The following is a DFT calculation (ωB97M-V/def2-TZVPD) of a 2-piece molecular cluster, C2H4OS2 overall in a non-equilibrium geometry.

Element x y z (Å)
C (-1.2717, -0.4280, 1.1568)
C (1.9571, 0.8105, -0.4638)
O (1.0892, 0.6041, 0.2957)
S (-1.7480, -1.8282, 0.2375)
S (-1.5105, 1.0110, 0.3819)
H (3.1551, 0.5654, -0.3173)
H (1.8269, 1.2948, -1.5002)
H (-1.4712, -2.8388, 1.0684)
H (-2.0269, 0.8092, -0.8590)

For the LUMO energy, the calculation gives 0.235 eV. The energy above the lowest of the compared OMol25 structures with the same formula, charge and spin is 3.617 eV. The gap between HOMO and LUMO comes out at 9.012 eV.



# 4
The following is a DFT calculation (ωB97M-V/def2-TZVPD) of C4H7FN2S in the gas phase in a non-equilibrium geometry.

Element x y z (Å)
N (1.4376, 1.7046, -0.3713)
C (0.9228, 0.1958, -0.6423)
C (1.2076, -0.9721, 0.1808)
F (0.7768, -2.2141, -0.4977)
C (0.0276, -0.2527, 0.4658)
N (-1.2748, -0.7914, 0.1719)
C (-2.3738, 0.1989, 0.1025)
S (-3.9128, -0.1374, -0.3157)
H (2.3582, 1.7014, -0.6671)
H (1.4407, 1.7644, 0.6778)
H (0.5969, 0.2186, -1.7658)
H (2.0540, -0.9727, 0.7973)
H (0.2490, 0.1231, 1.4967)
H (-1.6326, -1.7504, -0.0402)
H (-1.8773, 1.1841, 0.4072)

For the LUMO energy, the calculation gives 0.434 eV. The SMILES is N[C@H]1[C@H](F)[C@@H]1NC=S. The energy above the lowest of the compared OMol25 structures with the same formula, charge and spin is 3.623 eV. The gap between HOMO and LUMO comes out at 9.188 eV.



# 5
The following is a DFT calculation (ωB97M-V/def2-TZVPD) of C7H13NOS in the gas phase in a non-equilibrium geometry.

Element x y z (Å)
C (1.8185, 0.9316, -0.0599)
C (2.0082, 1.4280, -1.2460)
C (-0.8859, 0.6244, 0.2066)
C (0.0157, 0.2561, 1.3840)
C (-0.1083, 1.1799, 2.5867)
C (-0.2871, -1.1950, 1.9266)
C (-0.2101, -0.7016, -3.7284)
N (-0.4791, 0.1664, -1.0285)
O (1.4057, 0.1807, 0.8905)
S (-0.5561, 0.8030, -2.5234)
H (2.8503, 2.0877, -1.4208)
H (1.2422, 1.4979, -2.0572)
H (-1.8451, 0.1447, 0.4478)
H (-0.9437, 1.7355, 0.3971)
H (0.1985, 2.1280, 2.3530)
H (0.4338, 0.6919, 3.4377)
H (-1.1317, 1.0086, 2.9597)
H (-1.3024, -1.3516, 2.1858)
H (0.2927, -1.2864, 2.8652)
H (-0.1112, -2.0914, 1.2959)
H (0.7883, -1.0940, -3.5402)
H (-0.4383, -0.4124, -4.6960)
H (-0.8778, -1.5337, -3.4569)

For the LUMO energy (alpha / beta), the calculation gives 0.750 / -0.120 eV. The energy above the lowest of the compared OMol25 structures with the same formula, charge and spin is 6.230 eV. The gap between HOMO and LUMO (alpha / beta) comes out at 8.176 / 6.557 eV.



# 6
The following is a DFT calculation (ωB97M-V/def2-TZVPD) of C26H28FNOP2Y as an isolated structure in a non-equilibrium geometry.

Element x y z (Å)
C (0.9668, 0.1609, -4.8763)
C (1.1959, 0.1097, -3.5023)
C (1.0401, 1.3315, -2.7794)
C (0.5097, 2.4959, -3.3658)
C (0.2863, 2.5038, -4.7439)
C (0.5357, 1.3489, -5.4879)
C (0.2019, 3.6578, -2.4554)
C (1.1758, 3.7448, -1.3074)
C (1.6763, 2.5363, -0.7867)
C (2.4770, 2.4803, 0.3992)
C (2.8637, 3.7042, 0.9440)
C (2.4434, 4.9154, 0.3749)
C (1.5926, 4.9443, -0.7347)
H (1.1554, -0.7446, -5.4462)
H (-0.0386, 3.4309, -5.2275)
H (0.4036, 1.3480, -6.5669)
H (0.1886, 4.5999, -3.0284)
H (3.5309, 3.6805, 1.8044)
H (2.8037, 5.8447, 0.8113)
H (1.2818, 5.8932, -1.1857)
N (1.4410, 1.3365, -1.4462)
Y (-0.1692, 0.2353, -0.2035)
C (1.6463, -1.1621, -2.7919)
H (2.5549, -0.9574, -2.1981)
H (1.8855, -1.9453, -3.5240)
C (2.9692, 1.1388, 0.9335)
H (3.4739, 0.5967, 0.1160)
H (3.7112, 1.3036, 1.7262)
P (0.3855, -1.8876, -1.6189)
P (1.6950, -0.0369, 1.6150)
C (1.2512, 0.6218, 3.2293)
H (0.5204, -0.0497, 3.6922)
H (2.1251, 0.7118, 3.8844)
H (0.7755, 1.6043, 3.1348)
C (2.5894, -1.5762, 1.8888)
H (3.3281, -1.4783, 2.6938)
H (1.8671, -2.3516, 2.1588)
H (3.0927, -1.9085, 0.9743)
C (-1.0200, -2.2300, -2.7072)
H (-0.6986, -2.7916, -3.5921)
H (-1.7677, -2.8062, -2.1492)
H (-1.5038, -1.3015, -3.0393)
C (1.0239, -3.4793, -1.0771)
H (0.3511, -3.8557, -0.3000)
H (1.0567, -4.1921, -1.9073)
H (2.0193, -3.3727, -0.6323)
C (-1.3688, -1.3282, 1.3728)
O (-2.0645, -1.9290, 2.0757)
H (-0.8151, 3.5163, -2.0367)
F (-4.5920, 4.4858, -1.5277)
C (-3.6384, 3.5468, -1.2500)
C (-2.9003, 3.7075, -0.0688)
C (-1.9357, 2.7229, 0.2133)
C (-1.8300, 1.6714, -0.6697)
C (-2.5154, 1.5271, -1.8511)
C (-3.4846, 2.4925, -2.1621)
H (-3.0794, 4.5401, 0.6011)
H (-1.2939, 2.7927, 1.1132)
H (-2.3132, 0.6812, -2.5381)
H (-4.0983, 2.4226, -3.0534)

Its net charge is +1. For the LUMO energy, the calculation gives -4.266 eV. The energy above the lowest of the compared OMol25 structures with the same formula, charge and spin is 0.000 eV. The gap between HOMO and LUMO comes out at 5.203 eV.